(1)
80
Properties=species:S:1:pos:R:3:forces:R:3 method="wB97M-V/def2-TZVPD" e_above_lowest_kcal_mol=29.7 molar_mass_g_mol=873.50 spin_multiplicity=1 e_tot_ev=-75792.2262 lumo_energy_ev=-0.79
Tl -1.448 -0.065 1.118 -0.1 -0.2 -0.4
C 0.656 -3.049 -3.608 0.1 0.1 -0.1
C -0.262 -1.884 -3.464 -0.1 -0.2 0.1
C -0.781 -1.651 -2.028 0.0 -0.1 0.0
C -0.713 -2.823 -1.055 0.5 -0.2 -0.2
C 0.144 -3.835 -1.349 -0.2 0.2 0.2
C 0.846 -3.908 -2.607 0.1 -0.1 -0.3
N -1.397 -2.652 0.111 -0.2 0.7 0.0
C -1.874 -3.661 0.842 -0.1 0.2 0.1
C -2.107 -4.972 0.322 0.0 -0.2 0.0
C -2.677 -5.953 1.076 0.0 0.2 0.0
C -3.060 -5.721 2.418 0.0 -0.1 0.1
C -2.861 -4.491 2.963 0.1 0.1 0.1
C -2.274 -3.439 2.212 0.1 -0.9 -0.5
N -2.090 -2.201 2.712 0.0 1.2 0.4
N -2.251 -2.013 3.954 0.0 -1.1 -0.1
C -2.331 -0.705 4.382 -0.1 1.1 0.0
C -2.014 -0.416 5.717 0.1 -0.2 -0.2
C -2.224 0.859 6.193 0.0 0.1 0.0
C -2.770 1.823 5.350 0.0 -0.1 0.0
C -3.041 1.456 4.043 0.0 0.1 0.0
N -2.815 0.240 3.558 0.0 -0.4 0.1
H 1.150 -3.153 -4.565 0.1 0.0 0.0
H -1.079 -1.942 -4.187 -0.1 0.1 0.1
H -1.789 -1.227 -2.045 0.0 0.0 0.0
H 0.313 -4.619 -0.623 0.0 0.0 0.0
H 1.527 -4.740 -2.748 0.0 0.0 0.0
H -1.852 -5.154 -0.712 0.0 -0.1 0.0
H -2.859 -6.927 0.637 0.0 0.0 0.0
H -3.519 -6.514 2.992 0.0 0.0 0.0
H -3.154 -4.267 3.980 0.0 0.0 0.0
H -1.607 -1.204 6.336 0.0 0.0 0.0
H -1.977 1.109 7.217 0.0 0.0 0.0
H -2.983 2.823 5.699 0.0 0.0 0.0
H -3.465 2.167 3.339 0.0 0.0 0.0
Cl 0.677 6.178 -5.469 0.0 0.1 -0.1
C 0.173 4.687 -4.749 0.0 -0.1 -0.1
C 0.508 3.482 -5.347 0.0 0.1 0.0
C 0.163 2.296 -4.729 0.0 -0.1 0.1
C -0.489 2.285 -3.498 0.2 -0.1 -0.1
O -0.699 1.100 -2.850 0.2 0.1 0.6
C -0.904 3.512 -2.938 0.3 -0.5 -0.3
C -1.664 3.639 -1.687 -0.3 0.1 0.3
O -2.229 2.761 -1.085 0.1 -0.1 0.0
C -0.556 4.701 -3.582 -0.1 -0.1 0.1
H 1.048 3.475 -6.284 0.0 0.0 0.0
H 0.416 1.349 -5.185 0.0 0.0 0.0
H -1.718 4.684 -1.319 0.0 0.0 0.0
H -0.869 5.646 -3.154 0.1 0.0 0.1
O 0.477 -0.670 -3.757 0.1 0.0 -0.1
C 0.425 0.161 -2.663 -0.1 0.0 -0.1
O 0.130 -0.621 -1.562 -0.3 0.2 -0.1
C 1.722 0.906 -2.424 -0.2 0.1 -0.1
C 1.840 1.653 -1.258 -0.1 -0.1 -0.1
C 2.942 2.463 -1.068 0.2 0.2 0.2
C 3.914 2.523 -2.057 -0.5 -0.4 -0.1
C 3.825 1.751 -3.204 0.2 0.1 0.0
C 2.728 0.927 -3.380 -0.1 -0.1 0.1
N 5.044 3.436 -1.895 0.3 0.2 0.1
O 5.153 4.018 -0.832 0.0 -0.1 -0.1
O 5.807 3.565 -2.833 -0.1 0.0 0.1
H 1.056 1.592 -0.513 0.0 0.1 0.0
H 3.060 3.058 -0.174 0.0 0.0 0.0
H 4.606 1.817 -3.948 0.0 0.0 0.0
H 2.638 0.306 -4.259 0.0 0.0 0.0
C 0.391 2.657 2.859 0.1 -0.2 0.0
C 1.333 1.523 3.208 0.0 0.2 0.1
O 1.047 0.393 2.404 -0.1 0.0 0.0
C 1.937 -0.689 2.646 0.1 -0.1 0.0
C 1.516 -1.885 1.820 -0.1 0.2 0.1
H 0.612 3.518 3.490 0.0 0.0 0.0
H -0.643 2.356 3.028 0.0 0.1 0.0
H 0.506 2.950 1.814 0.0 0.0 0.0
H 1.221 1.254 4.266 0.1 0.0 0.0
H 2.375 1.830 3.045 0.0 0.0 0.0
H 1.923 -0.935 3.716 0.0 0.0 0.0
H 2.956 -0.380 2.381 0.0 0.0 0.0
H 0.548 -2.262 2.153 0.0 -0.1 0.0
H 2.254 -2.680 1.929 0.0 0.0 0.0
H 1.439 -1.617 0.765 0.0 0.0 0.0

***

(2)
9
Properties=species:S:1:pos:R:3:forces:R:3 method="wB97M-V/def2-TZVPD" smiles="CN=[PH2][O-]" e_above_lowest_kcal_mol=32.6 total_charge=-1 molar_mass_g_mol=78.03 spin_multiplicity=1 e_tot_ev=-13943.4697 lumo_energy_ev=4.53
C -0.286 1.090 0.881 -3.6 -0.8 -1.3
N -0.395 0.315 -0.373 -0.5 3.1 4.9
O -0.113 -0.817 -2.243 1.6 -2.3 -2.7
P 0.304 -0.965 -0.819 -0.4 -2.3 -2.0
H -0.317 0.436 1.753 0.5 0.5 0.5
H 0.423 1.848 0.808 2.2 0.9 0.5
H -1.220 1.775 0.959 0.8 -1.2 0.0
H 1.740 -1.257 -0.447 -0.9 0.7 -0.3
H -0.136 -2.426 -0.519 0.3 1.5 0.4

***

(3)
82
Properties=species:S:1:pos:R:3:forces:R:3 method="wB97M-V/def2-TZVPD" e_above_lowest_kcal_mol=17.4 total_charge=+2 molar_mass_g_mol=1048.93 spin_multiplicity=1 e_tot_ev=-145848.7752 lumo_energy_ev=-8.91
Au -0.887 -1.389 0.727 0.4 1.8 -1.3
O 3.724 -0.604 -0.414 1.1 -0.6 -0.2
S 2.442 0.052 -0.164 0.9 0.2 0.3
C 2.651 0.756 1.504 0.1 0.2 -0.3
C 3.967 1.029 1.852 -0.1 0.0 -0.1
C 4.270 1.515 3.112 -0.1 0.0 0.0
C 3.254 1.697 4.036 0.1 0.1 -0.1
C 1.950 1.372 3.709 -0.4 -0.1 0.1
C 1.628 0.897 2.433 0.2 -0.7 -0.6
P -0.137 0.531 2.147 -1.0 0.8 1.6
C -0.791 0.111 3.787 0.0 -0.4 -0.7
C -1.509 1.025 4.556 -0.1 0.2 -0.1
C -1.998 0.640 5.792 0.0 0.0 0.0
C -1.788 -0.649 6.259 0.0 0.1 -0.1
C -1.064 -1.555 5.496 0.1 -0.1 0.0
C -0.570 -1.180 4.262 0.1 0.0 0.0
C -0.904 2.109 1.749 -0.1 -0.7 -0.4
C -0.183 3.297 1.716 0.2 -0.1 0.0
C -0.858 4.482 1.488 0.0 0.1 0.0
C -2.225 4.478 1.261 0.0 0.0 0.0
C -2.935 3.284 1.264 -0.1 -0.1 0.0
C -2.275 2.094 1.499 0.0 0.0 0.1
C 2.580 1.521 -1.256 -0.2 -0.1 0.6
C 3.413 2.591 -0.994 -0.1 0.0 0.0
C 3.683 3.505 -2.005 0.1 0.0 0.1
C 3.141 3.346 -3.270 0.0 0.1 0.0
C 2.255 2.310 -3.518 0.0 -0.1 0.0
C 1.981 1.395 -2.508 -0.6 -0.5 -0.3
P 0.645 0.195 -2.691 1.0 -0.6 -0.9
C -0.382 0.369 -4.153 0.5 0.0 0.4
C -1.347 1.373 -4.196 0.0 0.1 0.0
C -2.212 1.430 -5.274 0.0 0.0 0.0
C -2.116 0.496 -6.296 0.1 0.0 0.1
C -1.137 -0.486 -6.259 0.0 0.0 0.0
C -0.266 -0.558 -5.187 0.1 0.0 0.1
C 1.152 -1.523 -2.497 -0.2 0.8 -0.2
C 0.128 -2.430 -2.235 -0.1 -0.1 0.1
C 0.419 -3.779 -2.161 -0.1 0.1 0.1
C 1.723 -4.212 -2.351 0.1 0.1 0.0
C 2.737 -3.304 -2.618 0.0 0.0 -0.1
C 2.458 -1.950 -2.705 -0.1 0.1 -0.1
H 4.744 0.830 1.127 0.1 0.0 0.0
H 5.296 1.736 3.369 0.0 0.0 0.0
H 3.476 2.073 5.022 0.0 0.0 0.1
H 1.172 1.477 4.452 0.0 0.0 0.1
H -1.676 2.031 4.199 0.0 0.0 0.0
H -2.547 1.351 6.390 0.0 0.1 0.0
H -2.193 -0.946 7.215 0.0 0.0 0.1
H -0.892 -2.555 5.863 0.0 -0.1 0.0
H -0.015 -1.879 3.652 0.0 -0.1 0.1
H 0.883 3.307 1.894 0.1 0.0 0.0
H -0.305 5.408 1.494 0.0 0.1 0.0
H -2.740 5.408 1.081 -0.1 0.1 0.0
H -4.000 3.284 1.089 -0.1 0.0 0.0
H -2.801 1.148 1.502 -0.2 0.0 0.0
H 3.856 2.716 -0.018 0.1 0.0 0.0
H 4.334 4.341 -1.794 0.1 0.0 0.0
H 3.397 4.036 -4.060 0.0 0.1 0.0
H 1.785 2.198 -4.485 0.0 0.1 -0.1
H -1.424 2.084 -3.386 -0.1 0.1 0.0
H -2.966 2.201 -5.319 -0.1 0.1 0.0
H -2.809 0.530 -7.122 0.0 0.0 -0.1
H -1.055 -1.202 -7.063 0.0 -0.1 0.0
H 0.491 -1.329 -5.144 0.0 -0.1 0.0
H -0.887 -2.072 -2.126 -0.2 -0.1 0.0
H -0.374 -4.484 -1.971 -0.1 -0.1 0.0
H 1.952 -5.265 -2.305 0.0 -0.1 0.0
H 3.746 -3.649 -2.775 0.1 0.0 0.0
H 3.240 -1.239 -2.929 0.1 0.0 0.0
Cl -0.656 -4.371 2.645 0.4 0.0 0.2
C -1.986 -4.177 1.592 -0.3 -0.6 0.0
C -2.153 -2.972 0.921 0.2 -0.1 0.6
C -3.294 -2.850 0.131 -0.5 -0.3 0.0
Cl -3.577 -1.351 -0.658 -0.1 0.6 -0.3
C -4.215 -3.887 -0.056 0.5 0.1 0.1
Cl -5.591 -3.659 -1.034 -0.1 0.0 -0.1
C -3.980 -5.115 0.573 0.1 0.1 0.0
Cl -5.030 -6.429 0.303 0.0 0.1 0.1
C -2.873 -5.255 1.422 0.3 0.5 -0.1
Cl -2.602 -6.733 2.223 0.0 -0.1 0.1
O -0.402 0.611 -1.578 -1.8 -0.3 1.5
O 0.051 0.367 -0.227 -0.2 -0.3 -0.1

***

(4)
24
Properties=species:S:1:pos:R:3:forces:R:3 method="wB97M-V/def2-TZVPD" smiles=CC[C@@H](C)CCO.O e_above_lowest_kcal_mol=16.6 molar_mass_g_mol=120.19 spin_multiplicity=1 e_tot_ev=-10575.8199 lumo_energy_ev=0.64
C -0.062 -2.456 0.365 -0.5 0.3 0.3
O -0.367 -3.401 1.379 0.0 -0.2 0.1
C -1.054 -1.255 0.348 1.3 -1.1 -0.3
C -0.398 0.047 -0.093 -1.1 -0.4 0.8
C -1.224 1.186 0.486 1.2 1.8 -0.3
C -0.305 0.121 -1.604 0.6 0.5 -0.1
C 0.870 0.973 -2.075 -0.5 0.0 -0.9
H -0.170 -3.046 -0.545 0.4 0.2 -0.1
H 0.950 -2.063 0.476 0.3 -0.2 -0.1
H -0.150 -3.056 2.249 0.0 0.2 0.0
H -1.788 -1.585 -0.380 -0.9 0.5 0.5
H -1.380 -1.110 1.374 -0.7 -0.3 0.0
H 0.565 0.034 0.424 0.4 0.3 -0.4
H -2.228 1.239 0.073 -0.2 -0.2 0.3
H -0.757 2.160 0.240 -0.1 -0.2 -0.5
H -1.160 1.292 1.569 -0.6 -0.8 0.2
H -1.269 0.416 -2.029 0.1 0.2 0.1
H -0.119 -0.858 -2.002 0.0 -0.8 -0.2
H 0.892 1.046 -3.166 0.0 -0.3 -0.1
H 1.775 0.439 -1.790 0.3 0.5 0.2
H 0.825 2.020 -1.783 0.2 -0.1 0.6
H 2.065 2.831 2.947 -0.4 -0.3 -0.3
H 1.987 2.277 1.442 -0.4 -0.1 0.4
O 2.504 2.750 2.097 0.8 0.3 -0.1

***

(5)
82
Properties=species:S:1:pos:R:3:forces:R:3 method="wB97M-V/def2-TZVPD" e_above_lowest_kcal_mol=2.7 total_charge=+1 molar_mass_g_mol=857.78 spin_multiplicity=1 e_tot_ev=-64403.2067 lumo_energy_ev=-2.69
Pt 0.465 0.897 -0.141 0.1 0.2 -0.1
C -0.744 2.867 4.854 0.0 -0.1 0.1
N -0.218 2.024 3.784 0.0 0.0 0.0
C -0.255 2.243 2.479 0.0 0.0 0.0
N 0.247 1.181 1.860 0.0 0.0 0.0
C 0.574 0.323 2.869 0.0 0.0 0.0
N 0.297 0.803 4.050 0.0 0.0 0.0
C -2.252 2.877 4.884 0.0 0.0 0.0
C -2.938 4.075 5.013 0.0 0.0 0.0
C -4.326 4.084 5.085 0.0 0.0 0.0
C -5.032 2.898 5.018 0.0 0.0 0.0
C -4.344 1.693 4.879 0.0 0.0 0.0
C -2.958 1.681 4.815 0.0 0.0 0.0
C -5.102 0.444 4.835 0.1 0.0 0.0
N -6.329 0.251 5.168 0.0 0.0 0.0
N -6.576 -1.101 4.987 0.0 0.0 0.0
C -5.479 -1.619 4.560 0.1 0.0 0.0
O -4.487 -0.698 4.434 0.0 0.0 0.0
C -5.205 -3.016 4.225 0.0 0.0 0.0
C -5.999 -4.014 4.777 0.0 0.0 0.0
C -5.748 -5.337 4.453 0.0 0.0 0.0
C -4.722 -5.657 3.579 0.0 0.0 0.0
C -3.938 -4.659 3.010 0.0 0.0 0.0
C -2.885 -5.069 2.005 0.0 0.0 0.0
N -1.943 -4.023 1.658 0.0 0.0 0.0
C -0.682 -3.849 2.067 0.0 -0.1 0.0
N -0.166 -2.765 1.518 0.0 0.1 0.1
C -1.204 -2.289 0.779 0.1 -0.1 -0.1
N -2.290 -3.024 0.821 0.0 0.0 0.0
C -4.177 -3.335 3.342 0.0 0.0 0.0
H -0.344 3.873 4.734 0.0 0.0 0.0
H -0.338 2.445 5.772 0.0 0.0 0.0
H -0.665 3.115 2.003 0.0 0.0 0.0
H 0.981 -0.659 2.708 0.0 0.0 0.0
H -2.389 5.008 5.061 0.0 0.0 0.0
H -4.854 5.022 5.186 0.0 0.0 0.0
H -6.112 2.885 5.073 0.0 0.0 0.0
H -2.432 0.739 4.717 0.0 0.0 0.0
H -6.798 -3.745 5.454 0.0 0.0 0.0
H -6.352 -6.122 4.886 0.0 0.0 0.0
H -4.534 -6.696 3.332 0.0 0.0 0.0
H -3.358 -5.389 1.076 0.0 0.0 0.0
H -2.308 -5.910 2.390 0.0 0.0 0.0
H -0.186 -4.528 2.742 0.0 0.0 0.0
H -1.147 -1.381 0.199 0.0 0.0 0.0
H -3.591 -2.540 2.900 0.0 0.0 0.0
C 2.366 -0.594 -5.081 0.0 0.0 0.0
N 1.346 0.111 -4.304 0.0 0.0 0.0
C 0.340 0.786 -4.897 0.0 0.0 0.0
C -0.612 1.422 -4.177 0.0 0.0 0.0
C -0.478 1.362 -2.775 0.0 0.0 0.0
O -1.378 1.962 -2.040 0.0 0.0 0.0
N 0.521 0.723 -2.172 0.0 -0.1 0.0
C 1.460 0.017 -2.915 0.0 0.0 0.0
O 2.340 -0.654 -2.425 0.0 0.0 0.0
H 2.175 -0.422 -6.137 0.0 0.0 0.0
H 2.326 -1.659 -4.863 0.0 0.0 0.0
H 3.352 -0.221 -4.815 0.0 0.0 0.0
H 0.340 0.783 -5.978 0.0 0.0 0.0
H -1.428 1.958 -4.629 0.0 0.0 0.0
C 5.511 -2.344 -2.050 0.0 0.0 0.0
C 4.899 -3.276 -1.009 0.0 0.0 0.0
C 3.558 -3.829 -1.482 0.0 0.0 0.0
C 4.787 -2.600 0.358 0.0 0.0 0.0
N 3.931 -1.416 0.335 0.0 0.0 0.1
C 2.609 -1.317 0.395 0.0 0.0 0.0
N 2.309 -0.045 0.256 0.0 -0.1 0.0
N 3.468 0.630 0.111 0.0 0.0 0.1
N 4.444 -0.186 0.166 0.0 0.0 -0.1
H 5.682 -2.885 -2.981 0.0 0.0 0.0
H 6.466 -1.937 -1.716 0.0 0.0 0.0
H 4.840 -1.510 -2.267 0.0 0.0 0.0
H 5.582 -4.115 -0.844 0.0 0.0 0.0
H 2.864 -3.019 -1.722 0.0 0.0 0.0
H 3.097 -4.477 -0.733 0.0 0.0 0.0
H 3.693 -4.416 -2.391 0.0 0.0 0.0
H 5.759 -2.255 0.706 0.0 0.0 0.0
H 4.373 -3.282 1.101 0.0 0.0 0.0
H 1.903 -2.120 0.549 0.0 0.0 0.0
N -2.063 2.421 0.105 0.1 0.0 0.0
C -1.185 1.872 -0.591 -0.1 -0.1 0.0
H -2.798 2.863 -0.446 0.0 0.0 0.0

***

(6)
64
Properties=species:S:1:pos:R:3:forces:R:3 method="wB97M-V/def2-TZVPD" e_above_lowest_kcal_mol=0.0 s2=2.01 molar_mass_g_mol=861.79 spin_multiplicity=3 e_tot_ev=-158484.2986 lumo_energy_ev="-0.12 / -2.10"
Au 0.197 -3.920 0.468 0.0 0.1 0.0
S 0.345 -2.898 3.394 0.0 -0.1 0.0
S 2.260 -2.610 3.373 0.1 0.0 0.0
S 3.189 -3.867 1.948 -0.1 0.0 0.0
S 1.870 -5.252 1.278 0.0 0.1 0.0
C 4.720 -0.880 -1.362 0.0 -0.1 0.0
N 3.685 -0.731 -0.365 0.0 0.0 0.0
C 2.499 -1.352 -0.310 0.0 0.0 0.0
N 1.704 -0.750 0.550 0.0 0.0 0.0
C 2.482 0.270 1.006 0.0 0.0 0.0
N 3.680 0.330 0.471 0.0 0.0 0.0
C 4.464 -0.006 -2.572 0.0 0.0 0.0
C 5.443 0.171 -3.542 0.0 0.0 0.0
C 5.193 0.958 -4.658 0.0 0.0 0.0
C 3.968 1.583 -4.822 0.0 0.0 0.0
C 2.989 1.410 -3.850 0.0 0.0 0.0
C 3.241 0.622 -2.734 0.0 0.0 0.0
C 1.681 2.049 -3.969 0.0 0.0 0.0
N 1.230 2.851 -4.869 0.0 0.0 0.0
N -0.073 3.161 -4.500 0.0 0.0 0.0
C -0.304 2.521 -3.407 0.0 0.0 0.0
O 0.760 1.789 -3.006 0.0 0.0 0.0
C -1.520 2.491 -2.596 0.0 0.0 0.0
C -2.540 3.400 -2.864 0.0 0.0 0.0
C -3.692 3.373 -2.099 0.0 0.0 0.0
C -3.832 2.439 -1.081 0.0 0.0 0.0
C -2.818 1.529 -0.812 -0.1 0.0 0.0
C -2.996 0.540 0.316 0.0 0.1 0.0
N -2.499 -0.790 0.009 0.0 0.0 0.0
C -1.376 -1.360 0.425 0.0 0.0 0.0
N -1.309 -2.582 -0.088 0.0 -0.1 0.0
C -2.448 -2.701 -0.824 -0.1 0.0 0.0
N -3.198 -1.630 -0.789 0.0 0.0 0.0
C -1.657 1.560 -1.571 0.0 0.0 0.0
H 4.751 -1.933 -1.647 0.0 0.0 0.0
H 5.673 -0.628 -0.899 0.0 0.0 0.0
H 2.264 -2.225 -0.901 0.0 0.0 0.0
H 2.153 0.972 1.756 0.0 0.0 0.0
H 6.410 -0.306 -3.426 0.0 0.0 0.0
H 5.965 1.088 -5.404 0.0 0.0 0.0
H 3.763 2.201 -5.686 0.0 0.0 0.0
H 2.467 0.520 -1.986 0.0 0.0 0.0
H -2.415 4.113 -3.667 0.0 0.0 0.0
H -4.490 4.075 -2.300 0.0 0.0 0.0
H -4.745 2.411 -0.498 0.0 0.0 0.0
H -4.055 0.439 0.550 0.0 0.0 0.0
H -2.471 0.863 1.219 0.0 0.0 0.0
H -0.641 -0.898 1.066 0.0 0.0 0.0
H -2.711 -3.587 -1.375 0.0 0.0 0.0
H -0.852 0.862 -1.372 0.0 0.0 0.0
C -3.237 0.944 5.068 0.0 0.0 0.0
Si -2.220 -0.579 4.680 0.0 0.0 0.0
C -1.816 -1.525 6.234 0.0 0.0 0.0
C -3.162 -1.669 3.483 0.0 0.0 0.0
Se -0.301 0.221 3.719 0.0 0.0 0.0
H -4.177 0.651 5.543 0.0 0.0 0.0
H -3.478 1.507 4.164 0.0 0.0 0.0
H -2.708 1.611 5.750 0.0 0.0 0.0
H -2.731 -1.888 6.709 0.0 0.0 0.0
H -1.287 -0.889 6.944 0.0 0.0 0.0
H -1.181 -2.383 6.011 0.0 0.0 0.0
H -4.058 -2.064 3.970 0.0 0.0 0.0
H -2.567 -2.518 3.143 0.0 0.0 0.0
H -3.483 -1.106 2.604 0.0 0.0 0.0